This record from the Open Molecules 2025 dataset describes C4H6N2O in the gas phase. The level of theory is the ωB97M-V functional and the def2-TZVPD basis.

The geometry in XYZ format:
```
13
Properties=species:S:1:pos:R:3:forces:R:3:mulliken_charge:R:1
C 2.068 -0.322 0.148 0.0 0.0 0.0 -1.06
C 0.608 -0.105 -0.061 0.0 -0.1 -0.3 0.48
N -0.123 -0.615 -0.964 0.1 0.0 0.5 -0.58
C -1.437 0.002 -0.763 -0.3 0.0 0.1 0.17
C -1.336 1.100 0.293 0.6 0.1 0.1 -0.31
O -2.253 -0.855 0.050 -0.2 -0.5 -0.5 -0.50
N -0.108 0.849 0.736 -0.2 0.4 0.0 0.00
H 2.430 -1.032 -0.597 0.0 0.1 0.1 0.28
H 2.293 -0.701 1.150 -0.1 0.0 -0.1 0.33
H 2.599 0.629 0.022 -0.1 -0.1 0.0 0.31
H -1.912 0.192 -1.731 0.1 0.3 0.2 0.31
H -3.101 -0.392 0.134 0.2 -0.2 0.1 0.36
H 0.271 1.249 1.583 0.0 0.1 -0.2 0.20
```
Positions in Å, forces in eV/Å.

The energy above the lowest of the compared OMol25 structures with the same formula, charge and spin comes out at 2.999 eV. As for the charge: 0. The calculation puts the gap between HOMO and LUMO at 9.6 eV. The spin multiplicity is 1. Its lowest unoccupied orbital energy is 0.58 eV.